[1]
22
Properties=species:S:1:pos:R:3:mulliken_charge:R:1 method="wB97M-V/def2-TZVPD" smiles=BrC(Br)Br.BrC(Br)Br.CCCC#N multiplicity=1 max_force_ev_per_a=2.520 gap_ev=9.77
C 8.10412 12.52017 5.16380 -0.680
C 6.83268 12.99675 5.76120 -0.483
C 5.61072 12.13692 5.60346 -0.210
C 5.21936 11.75304 4.20079 0.216
N 4.92059 11.42346 3.15306 -0.436
H 8.66700 11.88175 5.84474 0.261
H 8.75686 13.36512 4.94456 0.324
H 7.93986 11.99779 4.22133 -0.031
H 6.63932 14.01417 5.42122 0.316
H 7.13872 13.07693 6.80427 0.279
H 4.71382 12.57874 6.03759 0.345
H 5.82816 11.21994 6.15116 0.140
C 4.10082 5.95749 4.06159 -0.303
Br 2.91896 4.67139 4.90474 -0.050
Br 4.48912 7.51732 5.27498 0.033
Br 3.46108 6.59181 2.26809 -0.003
H 5.00658 5.36684 3.92437 0.317
C 7.28286 8.53270 3.41482 -0.045
Br 8.18930 9.83823 2.29020 -0.042
Br 7.64008 8.78461 5.36449 -0.048
Br 7.50168 6.69074 2.77862 -0.073
H 6.21576 8.67170 3.24133 0.174

***

[2]
19
Properties=species:S:1:pos:R:3:mulliken_charge:R:1 method="wB97M-V/def2-TZVPD" smiles="C=NCC[C@@H](C)N" relative_energy_kj_mol=175.7 multiplicity=1 max_force_ev_per_a=2.955 gap_ev=10.14
C -0.44775 -0.72086 -2.30835 -1.393
C 0.18542 -0.07073 -1.11764 0.452
C -0.90294 0.28547 -0.11919 -0.825
C -0.20089 0.73224 1.21690 -0.437
C 0.40969 -1.31781 2.22284 -0.259
N -0.05250 -0.14383 2.35461 -0.468
N 0.86716 1.18641 -1.57013 -0.729
H 0.32058 -0.64774 -3.11512 0.340
H -1.23958 -0.02148 -2.59433 0.313
H -0.80403 -1.74781 -2.25026 0.347
H 0.88127 -0.77009 -0.62997 0.287
H -1.40374 1.15750 -0.50495 0.506
H -1.54648 -0.54659 0.16668 0.339
H 0.85408 1.13109 1.06864 0.225
H -0.71605 1.62757 1.61692 0.282
H 0.34955 -1.88799 1.25188 0.177
H 0.71258 -1.81857 3.15193 0.282
H 1.77947 0.84617 -1.88357 0.283
H 1.09999 1.77023 -0.76985 0.277

***

[3]
82
Properties=species:S:1:pos:R:3:mulliken_charge:R:1 method="wB97M-V/def2-TZVPD" charge=+2 relative_energy_kj_mol=216.7 multiplicity=1 max_force_ev_per_a=4.036 gap_ev=7.14
C -3.75099 -2.44710 -4.03614 -0.908
O -2.67141 -2.17471 -3.13708 -0.082
C -1.49631 -2.69920 -3.58594 -1.014
C -0.31454 -2.35698 -2.79168 -0.372
N -0.24400 -3.08444 -1.44705 -0.081
H -0.25769 -4.07551 -1.64119 0.433
H 0.66017 -2.90351 -1.03494 0.420
C -1.43096 -3.01368 -0.47391 -0.043
C -0.93749 -3.56366 0.93563 -0.954
O 0.08076 -2.72054 1.47934 -0.186
C 0.60707 -3.34522 2.65868 -0.844
H -4.25494 -3.41351 -4.02263 0.331
H -3.43027 -2.22069 -5.05299 0.379
H -4.54412 -1.76397 -3.73221 0.245
H -1.34776 -2.24360 -4.56495 0.563
H -1.62445 -3.77451 -3.71002 0.358
H -0.22399 -1.28350 -2.62574 0.049
H 0.57554 -2.57239 -3.38283 0.504
H -2.15308 -3.65497 -0.97927 0.405
H -1.82351 -2.00203 -0.37118 -0.200
H -0.47840 -4.53463 0.74973 0.419
H -1.79350 -3.66264 1.60313 0.532
H 1.16890 -2.57957 3.19369 0.244
H 1.08107 -4.31365 2.49876 0.334
H -0.27050 -3.56567 3.26644 0.344
C 3.41612 0.87100 -1.54982 -0.481
O 3.70069 1.41756 -0.34803 -0.264
C 4.87143 2.18651 -0.22857 -0.784
C 5.97212 1.29014 0.36010 -0.494
N 5.50391 0.43491 1.57303 -0.091
H 5.02617 1.02022 2.24331 0.378
H 4.87270 -0.28683 1.25558 0.365
C 6.54764 -0.40471 2.32054 -0.630
C 7.27360 0.48947 3.43537 -0.557
O 7.80664 1.64276 2.78820 -0.259
C 8.77646 2.31276 3.60647 -0.792
H 3.45478 1.66192 -2.29886 0.299
H 2.45329 0.37045 -1.44738 -0.044
H 4.19493 0.12185 -1.69245 0.372
H 4.68349 3.01543 0.45383 0.385
H 5.17368 2.72363 -1.12760 0.434
H 6.71545 2.06714 0.53856 0.280
H 6.49840 0.64147 -0.34015 0.413
H 7.14838 -0.79041 1.49686 0.324
H 5.89768 -1.16356 2.75619 0.375
H 7.99868 -0.21655 3.84022 0.407
H 6.70436 0.75311 4.32675 0.436
H 9.64049 1.66313 3.74622 0.332
H 8.45252 2.64551 4.59259 0.327
H 9.06040 3.21072 3.05771 0.253
C -5.32466 4.31689 -0.34037 -0.752
O -4.10231 3.64144 -0.53252 -0.324
C -3.10619 3.63009 0.44953 -0.262
C -3.55643 2.51462 1.45072 -0.702
N -3.55600 1.05587 0.91428 0.574
H -2.67401 0.84898 0.46775 -0.168
H -3.74869 0.40739 1.66423 0.443
C -4.54591 0.72678 -0.21448 -0.594
C -4.62915 -0.72024 -0.61957 0.042
O -4.56762 -1.58816 0.55489 -0.361
C -5.72633 -1.61417 1.46678 -0.819
H -5.87271 4.31330 -1.28256 0.237
H -5.14185 5.35083 -0.04769 0.324
H -5.90953 3.80780 0.42570 0.322
H -2.91714 4.60974 0.88844 0.443
H -2.17935 3.36996 -0.06173 0.071
H -4.61845 2.69901 1.61265 0.418
H -3.04364 2.53431 2.41236 0.432
H -4.41830 1.34842 -1.10069 0.266
H -5.49221 1.10253 0.17466 0.628
H -3.91389 -1.05282 -1.37183 -0.439
H -5.60254 -0.84710 -1.09339 0.609
H -5.95455 -0.72680 2.05719 0.338
H -5.40581 -2.44060 2.10110 0.266
H -6.65110 -1.95989 1.00483 0.320
C -1.80927 1.77761 -2.58285 -0.435
C -1.02399 1.32546 -1.31742 0.791
O -1.29746 0.34726 -0.58710 -1.189
O 0.01385 1.93489 -0.99011 -0.741
H -1.26057 2.29266 -3.37136 0.405
H -2.65294 2.36783 -2.22512 -0.018
H -2.28060 0.91873 -3.06064 0.012

***

[4]
12
Properties=species:S:1:pos:R:3:mulliken_charge:R:1 method="wB97M-V/def2-TZVPD" relative_energy_kj_mol=421.9 multiplicity=1 max_force_ev_per_a=2.818 gap_ev="9.66 / 9.23"
C -1.77533 0.18859 0.66357 -0.587
C 1.84704 -0.54940 -0.16211 -0.528
N -0.83705 0.88713 -0.13816 -0.440
N 0.89117 -0.19162 -1.19766 -0.438
H -1.22522 -0.53600 1.30516 0.200
H -2.35693 0.79522 1.29405 0.291
H -2.58422 -0.27863 0.04081 0.246
H 2.15787 -1.61554 -0.30629 0.289
H 2.71476 0.11814 0.18786 0.270
H 1.36800 -0.58392 0.89515 0.146
H -1.22048 0.95747 -1.15004 0.265
H 1.02041 0.80857 -1.43233 0.285

***

[5]
15
Properties=species:S:1:pos:R:3:mulliken_charge:R:1 method="wB97M-V/def2-TZVPD" smiles="O=CCCCC=O" relative_energy_kj_mol=123.5 multiplicity=1 max_force_ev_per_a=1.732 gap_ev=10.23
O -1.37046 -2.06767 -0.08958 -0.486
C -0.80553 -1.23471 0.56007 -0.112
C 0.70613 -1.11083 0.60792 -0.339
C 1.18086 0.29449 0.97519 -0.707
C 1.13401 1.31227 -0.16107 -0.562
C -0.21955 1.66787 -0.74528 -0.022
O -0.96928 0.90096 -1.29063 -0.446
H -1.38142 -0.55442 1.22241 0.357
H 1.15390 -1.35771 -0.35507 0.268
H 0.98079 -1.94561 1.25565 0.359
H 2.20768 0.29176 1.35074 0.301
H 0.59888 0.69162 1.81204 0.368
H 1.86371 1.23549 -0.97009 0.363
H 1.44660 2.26273 0.29174 0.313
H -0.46383 2.74358 -0.72955 0.348

***

What is the multiplicity in the fifth record? 1